No. 1
Below is C22H22N3O4Ru as an isolated structure, with properties calculated with ωB97M-V/def2-TZVPD.

```
! wB97M-V def2-TZVPD RIJCOSX def2/J DEFGRID3
* xyz 3 5
Ru 0.37 1.36 0.09
O 2.81 2.37 -3.07
C 2.21 2.05 -1.98
O 0.98 1.90 -1.85
C 3.11 1.83 -0.79
C 4.47 2.01 -0.71
C 5.08 1.79 0.53
C 4.31 1.42 1.64
C 2.95 1.26 1.47
N 2.39 1.47 0.27
C 1.88 0.91 2.48
O 2.12 0.65 3.71
O 0.70 0.87 2.08
H 2.19 2.52 -3.81
H 5.04 2.31 -1.58
H 6.15 1.92 0.64
H 4.78 1.26 2.60
H 3.05 0.68 3.99
C 1.15 -1.22 -2.56
C 1.12 -1.56 -1.07
C -0.09 -2.34 -0.65
C -0.10 -3.70 -0.75
C -1.26 -4.44 -0.42
C -2.39 -3.81 0.07
C -2.45 -2.44 0.22
C -3.55 -1.87 1.07
C -3.13 -1.88 2.55
C -1.31 -1.67 -0.26
N -1.33 -0.31 -0.33
C -2.46 0.34 -0.63
C -2.50 1.70 -0.43
C -3.51 2.67 -0.58
C -2.99 3.88 -0.12
C -1.69 3.64 0.27
N -1.36 2.32 0.09
H 2.07 -0.70 -2.83
H 0.29 -0.61 -2.85
H 1.12 -2.14 -3.15
H 1.13 -0.65 -0.44
H 2.02 -2.12 -0.79
H 0.79 -4.22 -1.09
H -1.25 -5.52 -0.53
H -3.24 -4.40 0.40
H -4.44 -2.49 0.94
H -3.84 -0.86 0.81
H -2.89 -2.89 2.88
H -3.94 -1.50 3.17
H -2.25 -1.25 2.72
H -3.31 -0.19 -1.06
H -4.51 2.49 -0.96
H -3.50 4.83 -0.07
H -0.98 4.35 0.68
*
```

Its orbital gap (spin up / spin down) is 6.41 / 5.89 eV. For the HOMO energy (spin up / spin down), the calculation gives -17.1 / -17.7 eV. The calculation puts the LUMO energy (spin up / spin down) at -10.74 / -11.82 eV.

No. 2
Below is the molecule C22H22N4O3S2, with properties calculated with ωB97M-V/def2-TZVPD.

```
! wB97M-V def2-TZVPD RIJCOSX def2/J DEFGRID3
* xyz 0 1
C 6.53 1.12 -1.69
O 5.96 1.42 -0.44
C 4.80 0.67 -0.17
C 4.27 1.07 1.20
H 5.09 1.00 1.92
C 3.12 0.18 1.67
N 1.98 0.27 0.78
C 1.79 -0.60 -0.23
N 0.86 -0.51 -1.12
C -0.06 0.45 -0.95
C -0.05 1.33 0.13
C -1.20 2.16 0.11
C -2.01 1.91 -0.95
S -1.43 0.65 -1.99
C -3.24 2.75 -0.97
H -3.42 3.21 -1.94
H -4.11 2.14 -0.72
C -2.93 3.79 0.13
H -3.81 4.01 0.74
H -2.60 4.72 -0.33
C -1.77 3.22 0.99
H -1.04 3.97 1.26
H -2.14 2.77 1.91
C 1.06 1.31 1.05
O 1.25 2.08 1.97
S 2.77 -2.07 -0.33
C 1.39 -3.25 -0.62
C 0.23 -2.79 0.18
N 0.23 -2.46 1.43
N -0.97 -1.93 1.70
C -1.66 -1.96 0.59
C -2.97 -1.40 0.38
C -3.63 -1.57 -0.84
C -4.86 -0.98 -1.04
C -5.44 -0.22 -0.04
C -4.79 -0.05 1.17
C -3.56 -0.64 1.39
H -3.03 -0.52 2.32
H -5.24 0.54 1.95
H -6.41 0.24 -0.20
H -5.37 -1.11 -1.98
H -3.17 -2.16 -1.62
O -0.95 -2.52 -0.42
H 1.77 -4.22 -0.29
H 1.13 -3.26 -1.68
H 3.44 -0.86 1.73
H 2.78 0.53 2.65
H 3.95 2.11 1.17
H 5.03 -0.41 -0.19
H 4.05 0.86 -0.95
H 6.82 0.06 -1.75
H 5.83 1.34 -2.51
H 7.41 1.75 -1.79
*
```

Its orbital gap is 8.16 eV. For the HOMO energy, the calculation gives -7.9 eV. The calculation puts the LUMO energy at 0.26 eV. The SMILES is COCCCn1c(SCc2nnc(-c3ccccc3)o2)nc2sc3c(c2c1=O)CCC3.

No. 3
Below is C22H22N8O2STeV as an isolated structure, with properties calculated with ωB97M-V/def2-TZVPD.

```
! wB97M-V def2-TZVPD RIJCOSX def2/J DEFGRID3
* xyz 1 3
V 0.23 -0.22 0.36
C -1.68 -4.19 -3.13
N -1.43 -3.36 -1.95
C -0.72 -2.25 -1.86
N -0.67 -1.86 -0.59
C -1.41 -2.81 0.05
N -1.88 -3.74 -0.73
C -0.80 -5.42 -3.15
C -1.35 -6.66 -3.43
C -0.54 -7.79 -3.49
C 0.81 -7.68 -3.26
C 1.37 -6.43 -2.97
C 0.56 -5.31 -2.93
C 2.80 -6.34 -2.71
N 3.68 -7.27 -2.76
N 4.90 -6.68 -2.40
C 4.65 -5.44 -2.19
O 3.34 -5.13 -2.39
C 5.58 -4.40 -1.77
C 6.89 -4.75 -1.49
C 7.79 -3.78 -1.08
C 7.38 -2.47 -0.94
C 6.07 -2.11 -1.22
C 5.69 -0.65 -1.08
N 4.26 -0.41 -1.09
C 3.36 -0.62 -0.14
N 2.15 -0.31 -0.59
C 2.39 0.11 -1.87
N 3.65 0.06 -2.20
C 5.16 -3.07 -1.64
H -1.52 -3.55 -4.00
H -2.74 -4.47 -3.11
H -0.27 -1.75 -2.70
H -1.60 -2.78 1.11
H -2.42 -6.75 -3.59
H -0.98 -8.75 -3.70
H 1.45 -8.55 -3.29
H 1.01 -4.34 -2.71
H 7.19 -5.79 -1.60
H 8.82 -4.06 -0.86
H 8.08 -1.72 -0.61
H 6.09 -0.06 -1.90
H 6.09 -0.24 -0.15
H 3.60 -0.99 0.84
H 1.61 0.48 -2.52
H 4.14 -2.81 -1.88
C -0.64 0.17 4.76
S -0.60 0.89 3.13
C 0.94 1.77 3.25
O -0.30 -0.39 2.27
H 0.27 -0.42 4.93
H -1.52 -0.47 4.82
H -0.72 0.98 5.49
H 0.85 2.47 4.08
H 1.08 2.31 2.32
H 1.75 1.06 3.44
Te -0.75 1.87 -0.44
*
```

Its orbital gap (spin up / spin down) is 6.65 / 7.66 eV. For the HOMO energy (spin up / spin down), the calculation gives -9.7 / -10.1 eV. The calculation puts the LUMO energy (spin up / spin down) at -3.03 / -2.47 eV.

E: -1410.60516; -2092.67003; -3050.10253 (hartree)
Strongest force on any atom: 0.0190; 0.0298; 0.0144 (hartree/bohr)